1.
The following is a DFT calculation (ωB97M-V/def2-TZVPD) of a 11-piece molecular cluster, C39H68N3O10 overall in a non-equilibrium geometry.

Geometry as XYZ:
```
120
Properties=species:S:1:pos:R:3:forces:R:3
C 5.2586 0.7372 0.1017 -0.6295 0.6820 0.0516
C 4.9270 2.0547 0.4455 -1.7081 -3.1360 1.2500
C 3.5441 2.2745 0.5794 0.7398 -0.0426 -0.1968
C 2.6686 1.2278 0.3523 -1.5464 0.4723 -0.0664
C 1.1908 1.5444 0.5397 2.6594 -1.0230 0.3526
C 0.5748 1.3188 1.7731 -2.6035 0.8400 0.0913
C -0.7792 1.7064 1.8801 2.3955 -0.1406 -2.0663
C -1.2962 2.2736 0.6551 -1.2478 -0.1525 1.7538
N -0.6788 2.4293 -0.4745 -0.1135 0.0549 -0.5320
N 0.5813 2.0456 -0.5043 -0.6631 -0.0312 0.8140
N 2.9328 -0.0286 -0.0267 0.9733 1.2959 0.5287
C 4.2557 -0.2037 -0.1258 0.6062 -1.2089 -0.5485
H 6.2930 0.4429 0.0032 0.0327 -0.1203 -0.0309
H 5.6880 2.8024 0.6110 -1.2750 -1.6201 1.0656
H 3.1703 3.2546 0.8469 -0.1221 0.0234 0.0856
H 1.1047 0.9032 2.6145 0.2945 -0.0879 -0.1493
H -1.3573 1.5827 2.7818 -0.2682 0.1531 -0.1322
H -2.3201 2.6226 0.6703 -0.0447 -0.0964 -0.1115
H 1.0895 2.1907 -1.3695 -0.0291 0.0423 -0.1079
H 4.5660 -1.2013 -0.4266 -0.1211 -0.0484 0.0501
C -5.0003 -0.5473 1.6378 0.2451 0.0800 -0.0446
C -4.7271 0.6747 2.4621 0.0365 0.0022 -0.0919
O -3.8176 1.4347 2.1752 0.0785 0.0129 0.1035
C -5.6100 0.9211 3.6540 0.2079 0.2954 0.0135
H -4.2823 -0.5878 0.8211 -0.0523 -0.0289 -0.0309
H -4.8877 -1.4406 2.2564 -0.1791 -0.0411 -0.0210
H -6.0070 -0.5095 1.2206 -0.0312 -0.1072 0.0789
H -5.5337 0.0863 4.3519 -0.1502 -0.0689 -0.0581
H -6.6460 1.0281 3.3310 -0.0370 -0.1615 0.0394
H -5.2995 1.8344 4.1577 -0.0062 -0.0117 -0.0072
C 2.0898 -5.3048 -2.0812 0.4558 -0.0256 -0.0341
C 2.5884 -4.2198 -1.1665 0.1293 -0.0767 -0.0290
O 3.7682 -4.0316 -0.9693 -0.0450 0.0785 0.0020
C 1.5437 -3.3594 -0.4977 0.2368 0.1876 0.1931
H 2.9368 -5.8462 -2.4979 0.0261 0.0189 0.0416
H 1.4605 -6.0013 -1.5265 -0.1864 0.0806 -0.0969
H 1.5108 -4.8682 -2.8934 -0.2136 -0.0974 0.0879
H 0.8957 -3.9778 0.1264 -0.1130 -0.0568 -0.1620
H 0.9476 -2.8419 -1.2513 -0.1469 -0.1390 0.0215
H 2.0407 -2.6208 0.1289 -0.0228 0.0218 -0.0226
C 0.4046 7.1714 -3.0176 0.3905 -0.0627 -0.0296
C 0.7929 6.0800 -2.0598 0.0225 -0.1958 0.2378
O 1.9170 5.6279 -1.9838 0.2550 0.1267 -0.2855
C -0.2572 5.5120 -1.1473 -0.0022 -0.0197 0.1023
H 1.2739 7.4676 -3.6009 0.0011 -0.0158 0.0061
H -0.3738 6.8149 -3.6930 -0.1325 0.0816 0.1085
H 0.0319 8.0351 -2.4661 -0.1909 -0.0633 -0.0259
H -1.0630 5.0607 -1.7268 -0.1367 0.1566 0.0576
H -0.6645 6.2841 -0.4946 -0.1812 0.0340 -0.1488
H 0.2169 4.7453 -0.5406 0.0047 0.0883 0.0407
C 5.0942 4.8647 -1.8994 0.0745 -0.3638 0.2464
C 6.1538 4.7851 -0.8318 0.1167 0.7065 -0.4216
O 6.2401 3.8200 -0.0997 2.4395 3.4035 -1.8681
C 7.0969 5.9530 -0.7064 0.0304 -0.2337 0.2927
H 4.4894 3.9608 -1.8720 -0.0417 0.0309 -0.0473
H 4.4476 5.7238 -1.7220 0.0358 0.0638 -0.1304
H 5.5549 4.9525 -2.8846 -0.0028 0.1637 0.0278
H 6.5365 6.8618 -0.4825 0.0076 0.0504 -0.1636
H 7.6480 6.0885 -1.6378 -0.1139 0.1031 -0.0494
H 7.8037 5.7652 0.0989 0.0006 0.0076 -0.0067
C 7.7395 3.3982 3.3351 0.0475 0.1321 0.1679
C 8.5836 2.3153 3.9638 0.0528 -0.0086 0.0804
O 9.1136 2.4724 5.0365 -0.0128 0.0038 0.0017
C 8.7336 1.0276 3.1893 0.1118 -0.0552 0.1623
H 7.7145 4.2651 3.9915 0.0169 -0.0149 0.0294
H 8.1651 3.6941 2.3744 -0.1489 -0.1021 -0.0823
H 6.7198 3.0357 3.1880 0.0386 -0.0093 -0.1776
H 9.2007 1.2251 2.2228 -0.1337 -0.0166 -0.0694
H 7.7549 0.5691 3.0331 0.0039 0.0475 -0.1456
H 9.3607 0.3387 3.7503 -0.0025 0.0175 0.0089
C -6.8743 0.8534 -3.0754 0.0233 0.1504 0.2199
C -7.0199 -0.2566 -2.0652 -0.0306 -0.0258 0.0604
O -7.0164 -0.0319 -0.8751 0.0430 0.0434 -0.0203
C -7.1710 -1.6570 -2.6011 -0.0058 -0.0501 0.2615
H -6.7755 1.8049 -2.5567 -0.0118 -0.0176 0.0080
H -5.9863 0.6871 -3.6872 -0.0953 -0.0557 -0.1288
H -7.7542 0.8902 -3.7187 0.0798 -0.0661 -0.1207
H -6.2951 -1.9266 -3.1933 -0.0841 0.0222 -0.1419
H -8.0632 -1.7234 -3.2251 0.0878 -0.0009 -0.1332
H -7.2667 -2.3547 -1.7720 -0.0023 0.0165 -0.0008
C -4.2275 5.3786 -1.9684 0.2341 0.0692 -0.1091
C -3.8893 6.5851 -1.1258 -0.0064 0.0977 0.0055
O -2.9291 7.2789 -1.3735 0.0278 -0.0706 -0.0174
C -4.8018 6.8868 0.0355 0.1778 0.1786 0.0269
H -3.4961 5.2766 -2.7680 -0.0154 0.0196 -0.0022
H -4.2120 4.4763 -1.3536 -0.1741 -0.0009 0.0034
H -5.2180 5.4972 -2.4091 -0.0605 -0.1056 0.0977
H -4.8097 6.0475 0.7333 -0.1520 -0.0459 -0.0562
H -5.8159 7.0670 -0.3235 -0.0473 -0.1425 0.0519
H -4.4473 7.7750 0.5535 0.0035 -0.0033 -0.0170
C -1.9972 -7.4296 -3.5264 0.2320 0.0887 -0.1376
C -1.7652 -6.2079 -2.6770 0.0272 0.0490 -0.0381
O -0.8980 -5.4035 -2.9465 -0.0966 0.0023 0.0438
C -2.6563 -6.0304 -1.4758 0.2002 0.1948 0.0916
H -1.2909 -7.4364 -4.3539 -0.0065 0.0147 0.0097
H -1.8544 -8.3307 -2.9278 -0.1727 -0.0173 0.0252
H -3.0122 -7.4187 -3.9259 -0.0506 -0.1157 0.1100
H -2.5409 -6.8772 -0.7955 -0.1665 -0.0742 -0.0592
H -3.6990 -5.9584 -1.7876 -0.0329 -0.1555 0.0576
H -2.3819 -5.1159 -0.9522 -0.0223 -0.0018 -0.0142
C 0.7045 -9.3442 0.8490 -0.1442 -0.1071 -0.1769
C -0.6776 -8.8594 1.2117 -0.0262 -0.0746 -0.0561
O -1.6489 -9.1717 0.5627 0.0094 0.0822 -0.0711
C -0.7966 -7.9618 2.4182 -0.3026 0.0448 -0.0652
H 0.6465 -9.9761 -0.0344 -0.0141 0.0040 0.0094
H 1.3556 -8.4944 0.6358 0.0767 -0.0191 0.1451
H 1.1254 -9.9235 1.6719 0.0980 0.1196 0.0390
H -0.2086 -7.0556 2.2585 0.1358 -0.0586 0.1351
H -0.4442 -8.4779 3.3121 0.1618 0.0909 -0.0119
H -1.8401 -7.6855 2.5582 0.0074 -0.0067 -0.0127
C -1.8852 -2.5398 1.0504 -0.2302 -0.0094 -0.1500
C -2.3240 -3.6152 2.0146 -0.0687 -0.0540 0.0341
O -3.3603 -4.2149 1.8571 -0.0082 0.0238 -0.0080
C -1.4081 -3.9075 3.1785 -0.2053 -0.1897 0.0162
H -2.6297 -2.4334 0.2637 -0.0147 -0.0165 0.0198
H -1.7846 -1.5856 1.5732 0.1582 -0.0166 0.0020
H -0.9342 -2.8139 0.5947 0.1085 0.1297 0.0885
H -1.2904 -3.0163 3.7974 0.1682 0.0231 -0.0655
H -0.4329 -4.2321 2.8104 0.0780 0.1617 0.0606
H -1.8394 -4.7005 3.7854 -0.0028 -0.0002 -0.0123
```
Positions in Å, forces in eV/Å.

Values from the calculation:
Electronic energy (eV): -66482.692
Total charge: +1
Strongest force on any atom (eV Å⁻¹): 4.585
Molar mass (g/mol): 739.0
LUMO (eV): -4.2

---

2.
The following is a DFT calculation (ωB97M-V/def2-TZVPD) of one molecule with the formula C10H13N in a non-equilibrium geometry.

Geometry as XYZ:
```
24
Properties=species:S:1:pos:R:3:forces:R:3
C -0.8173 2.4255 -0.2274 0.3700 -1.8316 -2.6081
N -0.7275 0.8628 -0.2421 -6.2946 3.0953 0.7415
C -2.0688 0.1432 0.1081 0.8199 1.8102 3.2381
C -2.0890 -1.4509 -0.2176 1.8133 2.3439 3.3735
C -0.6274 -2.0150 0.2397 -2.0225 -0.4649 -0.4335
C 0.5198 -1.0876 -0.0400 2.2701 0.3497 -0.0642
C 1.7899 -1.6430 -0.4176 0.9672 1.6397 3.0707
C 2.8950 -0.7394 -0.1361 0.2158 3.3171 0.8141
C 2.6948 0.8279 0.1156 -5.1462 -8.5384 -1.6290
C 1.4232 1.3437 0.1265 1.7162 -1.8408 0.9506
C 0.4343 0.3712 0.0770 0.6963 -2.9782 -0.9812
H 0.0434 2.7855 -0.9891 -2.6480 -0.5682 1.3799
H -1.8485 2.6695 -0.5288 0.5875 0.0415 -0.1831
H -0.6170 2.9194 0.7113 0.0186 -0.1664 0.5894
H -2.7600 0.8487 -0.3613 -0.4481 -1.1038 -0.6906
H -2.3714 0.4546 1.2787 1.1693 -1.3040 -2.4831
H -2.7740 -2.0162 0.4772 0.0259 0.9690 -1.3915
H -2.3285 -1.3221 -1.2399 -0.0685 -1.4406 -1.2445
H -0.7590 -2.4777 1.3465 0.6432 1.4935 -2.3568
H -0.4134 -2.8683 -0.4119 -0.2373 -0.2515 0.3212
H 1.9893 -2.7762 -0.5228 -0.4924 2.0645 0.1352
H 3.9192 -1.0503 0.2516 -1.3550 -0.0202 -1.4392
H 3.4031 1.4437 0.2326 6.0639 3.9496 1.0140
H 1.0898 2.3509 0.3701 1.3355 -0.5657 -0.1235
```
Positions in Å, forces in eV/Å.

Values from the calculation:
SMILES string: CN1CCCc2ccccc21
Electronic energy (eV): -12065.709
Strongest force on any atom (eV Å⁻¹): 10.102
Energy above the lowest of the compared OMol25 structures with the same formula, charge and spin (kcal/mol): 123.7
Molar mass (g/mol): 147.2
LUMO (eV): 0.8

---

3.
The following is a DFT calculation (ωB97M-V/def2-TZVPD) of C40H31N6O2RbS4 as an isolated structure in a non-equilibrium geometry.

Geometry as XYZ:
```
84
Properties=species:S:1:pos:R:3:forces:R:3
Rb 0.0271 0.1103 -0.1425 -0.8816 -0.5349 1.2107
S -3.1945 0.5234 5.3873 0.1197 0.0160 0.0890
C -4.1404 0.5244 6.8062 -0.0983 0.0150 0.0236
C -5.1866 -0.3419 6.7150 0.0134 0.0034 0.0014
C -5.2133 -1.0268 5.4742 0.1255 0.0171 0.0227
C -4.1808 -0.6735 4.6471 -0.1608 -0.0852 -0.1377
C -3.8901 -1.1811 3.2986 -0.0758 -0.0051 0.0488
C -2.7833 -0.7011 2.5670 0.0305 0.0111 -0.0292
N -2.4664 -1.0929 1.3572 0.0137 -0.0052 -0.0599
C -3.2365 -2.0242 0.7604 -0.0385 -0.0654 -0.0854
C -4.3568 -2.5829 1.3950 -0.0283 -0.0035 0.0503
C -5.1403 -3.5857 0.7254 0.0372 0.0203 -0.0107
C -4.8126 -4.0081 -0.5116 0.0106 0.0292 0.0260
C -3.6744 -3.4599 -1.1967 -0.0114 -0.0479 -0.0174
C -3.2951 -3.8916 -2.4790 0.0236 0.0415 0.0311
C -2.1956 -3.3393 -3.0958 0.0007 -0.0226 0.0145
C -1.5008 -2.3365 -2.3855 0.0131 0.0185 0.0052
N -1.8280 -1.9250 -1.1879 0.0397 0.0345 0.0407
C -2.8938 -2.4729 -0.5775 -0.0353 0.0080 0.0456
C -1.7213 -3.7319 -4.4263 0.0794 0.0089 0.1113
C -0.4463 -3.6395 -4.9141 -0.0539 -0.0097 -0.0434
C -0.3384 -4.0968 -6.2533 -0.0398 0.0093 -0.0238
C -1.5296 -4.5251 -6.7545 0.0757 -0.0308 -0.0190
S -2.7855 -4.3846 -5.6060 -0.0521 0.0260 -0.0745
C -4.6726 -2.1354 2.6860 0.0731 0.0467 -0.0177
H -3.8816 1.1639 7.6338 0.0131 0.0196 -0.0116
H -5.9105 -0.4908 7.5020 0.0026 0.0043 0.0146
H -5.9640 -1.7588 5.2169 -0.0085 -0.0131 -0.0125
H -2.1238 0.0439 3.0052 0.0013 0.0056 0.0107
H -5.9981 -3.9975 1.2426 -0.0060 -0.0035 -0.0005
H -5.4012 -4.7681 -1.0106 0.0024 -0.0019 -0.0090
H -3.8712 -4.6733 -2.9616 0.0126 -0.0026 -0.0249
H -0.6373 -1.8541 -2.8341 0.0179 -0.0083 -0.0150
H 0.3921 -3.2776 -4.3358 -0.0017 0.0128 0.0243
H 0.5840 -4.1079 -6.8147 0.0078 0.0013 -0.0029
H -1.7317 -4.9153 -7.7384 -0.0133 -0.0139 0.0026
H -5.5364 -2.5535 3.1874 -0.0097 -0.0029 0.0087
C 2.6954 0.4408 -8.4793 0.0040 -0.0061 -0.0733
C 2.5074 0.5840 -6.9951 -0.0167 -0.0056 0.0437
C 1.4407 -0.0302 -6.3437 -0.0032 -0.0119 -0.0278
C 1.2605 0.1133 -4.9784 -0.0594 -0.0404 0.0484
C 2.1496 0.8784 -4.2385 0.0521 -0.0046 -0.0057
C 3.2191 1.4970 -4.8691 -0.0342 -0.0296 -0.0284
C 3.3913 1.3462 -6.2380 0.0251 0.0311 0.0643
S 1.9202 1.0276 -2.4763 0.2424 0.4051 -0.6714
O 0.5310 1.4376 -2.2957 0.1973 0.3599 -0.6213
O 2.9057 2.0204 -2.0529 -0.0692 -0.0759 0.1525
N 2.0484 -0.3606 -1.8195 0.3132 -0.2164 -0.1619
C 3.2292 -1.0359 -1.5877 -0.1305 0.0427 -0.0806
C 4.4149 -0.8604 -2.2661 0.1752 -0.0750 0.0351
C 5.5434 -1.6608 -1.9884 -0.0686 0.0613 -0.0183
C 5.5030 -2.6416 -1.0423 -0.0271 -0.0087 0.0173
C 4.3082 -2.8460 -0.3081 0.1304 -0.0528 -0.0124
C 4.2025 -3.8331 0.6991 -0.0011 0.0200 -0.0194
C 3.0386 -3.9679 1.3938 -0.0530 0.0659 -0.0329
C 1.9718 -3.0969 1.0814 0.0071 -0.0800 0.0788
N 2.0226 -2.1789 0.1537 0.0694 -0.0182 -0.0867
C 3.1759 -2.0441 -0.5612 -0.0357 0.0050 0.0269
H 1.9428 -0.2179 -8.9113 -0.0047 0.0005 0.0094
H 3.6778 0.0307 -8.7186 0.0104 0.0006 0.0254
H 2.6184 1.4087 -8.9779 -0.0013 0.0031 0.0062
H 0.7373 -0.6263 -6.9141 0.0001 0.0010 -0.0006
H 0.4189 -0.3610 -4.4888 0.0037 0.0133 0.0215
H 3.9032 2.0935 -4.2816 0.0143 0.0241 0.0071
H 4.2285 1.8350 -6.7235 -0.0056 -0.0060 -0.0138
H 4.4962 -0.0997 -3.0301 -0.0501 0.0088 0.0173
H 6.4518 -1.4833 -2.5509 0.0130 -0.0202 0.0116
H 6.3663 -3.2607 -0.8323 0.0041 -0.0004 -0.0020
H 5.0575 -4.4669 0.9043 -0.0010 -0.0026 0.0085
H 2.9193 -4.7086 2.1726 0.0106 -0.0062 0.0033
H 1.0413 -3.1731 1.6382 -0.0051 0.0052 -0.0114
C -1.1707 4.1179 2.4491 0.0042 -0.0168 -0.0313
N -0.2628 4.0242 1.3264 0.0053 0.0864 0.0025
C -0.2909 4.8154 0.1866 0.0912 0.0120 -0.0779
C 0.7128 4.3961 -0.6104 -0.1021 0.0603 0.0167
N 1.3443 3.3689 0.0512 -0.0298 -0.1113 0.1152
C 0.7400 3.1170 1.2373 0.1618 -0.2276 0.0724
S 1.1100 1.8990 2.3550 -0.0226 0.2672 0.0219
H -1.6380 5.0998 2.4365 -0.0082 -0.0040 0.0081
H -0.6105 3.9804 3.3711 -0.0152 -0.0043 0.0038
H -1.9383 3.3452 2.3891 0.0036 0.0021 0.0243
H -1.0176 5.5963 0.0576 0.0049 0.0061 -0.0138
H 1.0283 4.7146 -1.5863 -0.0144 0.0116 -0.0050
H 2.0896 2.8065 -0.3528 0.0171 0.0388 -0.0330
```
Positions in Å, forces in eV/Å.

Values from the calculation:
Electronic energy (eV): -99018.043
Strongest force on any atom (eV Å⁻¹): 1.590
Energy above the lowest of the compared OMol25 structures with the same formula, charge and spin (kcal/mol): 0.0
Molar mass (g/mol): 841.5
LUMO (eV): -0.5

---

Copy entry 2 word for word.
The following is a DFT calculation (ωB97M-V/def2-TZVPD) of one molecule with the formula C10H13N in a non-equilibrium geometry.

Geometry as XYZ:
```
24
Properties=species:S:1:pos:R:3:forces:R:3
C -0.8173 2.4255 -0.2274 0.3700 -1.8316 -2.6081
N -0.7275 0.8628 -0.2421 -6.2946 3.0953 0.7415
C -2.0688 0.1432 0.1081 0.8199 1.8102 3.2381
C -2.0890 -1.4509 -0.2176 1.8133 2.3439 3.3735
C -0.6274 -2.0150 0.2397 -2.0225 -0.4649 -0.4335
C 0.5198 -1.0876 -0.0400 2.2701 0.3497 -0.0642
C 1.7899 -1.6430 -0.4176 0.9672 1.6397 3.0707
C 2.8950 -0.7394 -0.1361 0.2158 3.3171 0.8141
C 2.6948 0.8279 0.1156 -5.1462 -8.5384 -1.6290
C 1.4232 1.3437 0.1265 1.7162 -1.8408 0.9506
C 0.4343 0.3712 0.0770 0.6963 -2.9782 -0.9812
H 0.0434 2.7855 -0.9891 -2.6480 -0.5682 1.3799
H -1.8485 2.6695 -0.5288 0.5875 0.0415 -0.1831
H -0.6170 2.9194 0.7113 0.0186 -0.1664 0.5894
H -2.7600 0.8487 -0.3613 -0.4481 -1.1038 -0.6906
H -2.3714 0.4546 1.2787 1.1693 -1.3040 -2.4831
H -2.7740 -2.0162 0.4772 0.0259 0.9690 -1.3915
H -2.3285 -1.3221 -1.2399 -0.0685 -1.4406 -1.2445
H -0.7590 -2.4777 1.3465 0.6432 1.4935 -2.3568
H -0.4134 -2.8683 -0.4119 -0.2373 -0.2515 0.3212
H 1.9893 -2.7762 -0.5228 -0.4924 2.0645 0.1352
H 3.9192 -1.0503 0.2516 -1.3550 -0.0202 -1.4392
H 3.4031 1.4437 0.2326 6.0639 3.9496 1.0140
H 1.0898 2.3509 0.3701 1.3355 -0.5657 -0.1235
```
Positions in Å, forces in eV/Å.

Values from the calculation:
SMILES string: CN1CCCc2ccccc21
Electronic energy (eV): -12065.709
Strongest force on any atom (eV Å⁻¹): 10.102
Energy above the lowest of the compared OMol25 structures with the same formula, charge and spin (kcal/mol): 123.7
Molar mass (g/mol): 147.2
LUMO (eV): 0.8

---

Question: The lowest electronic energy belongs to which entry?
Answer: C40H31N6O2RbS4

---

Question: What is the LUMO in the second record?
Answer: 0.8 eV

---

Question: What is the LUMO in the first record?
Answer: -4.2 eV